(1)
# C6H15IN2O

A gas-phase ion, C6H15IN2O (charge +2) at a distorted geometry (ωB97M-V/def2-TZVPD, the OMol25 dataset).

CARTESIAN COORDINATES (ANGSTROEM)
N -2.9812 1.5268 0.7462
C -1.7772 2.2626 0.1018
C -0.3716 1.6743 0.5070
C -0.1280 0.5686 -0.4888
O -1.0721 -0.4418 -0.3079
I 0.0812 1.2770 -2.6639
N 1.3898 -0.2015 -0.3117
C 1.4295 -1.4517 0.4158
C 1.3006 -2.7575 -0.4119
C 2.7022 -2.3037 0.1205
H -2.7098 0.5529 0.5758
H -3.7887 1.7817 0.1374
H -3.0364 1.7496 1.7983
H -1.7978 2.4772 -0.8926
H -1.7632 3.2146 0.6963
H 0.3536 2.5379 0.2568
H -0.3618 1.1872 1.4846
H -0.8509 -1.1355 -0.9342
H 2.1518 0.3383 0.2021
H 1.7264 -0.4660 -1.2542
H 1.2212 -1.2449 1.4525
H 1.0250 -2.8770 -1.5528
H 0.8169 -3.6154 0.0290
H 3.1830 -2.7672 0.9372
H 3.2574 -1.8863 -0.6433

Force components x, y, z for each atom (eV/Å):
1.5 0.4 -1.0
1.4 1.5 6.4
-0.2 0.5 -2.4
1.5 -1.7 -1.3
1.1 1.6 -0.1
-0.3 -0.5 1.4
0.4 1.2 0.1
0.7 -2.1 -0.5
0.3 0.0 -0.3
-4.1 0.3 -0.5
-0.8 -0.4 0.4
0.1 -0.3 1.2
-0.4 -0.4 -2.1
-0.9 0.1 -2.8
-0.3 -0.4 -1.1
-0.9 -1.5 1.1
0.2 0.7 0.3
-0.4 -0.7 -0.3
-1.3 0.2 -1.3
-0.1 0.9 0.3
-0.6 -0.8 0.2
1.0 1.2 2.1
0.1 0.1 0.7
0.3 -0.6 0.6
1.7 0.6 -1.3

The calculation puts the molar mass at 258.10 g/mol. The value obtained for the highest occupied orbital energy is -17.260 eV. The value obtained for the HOMO-LUMO gap is 9.674 eV. As for the charge: +2. The structure (SMILES) is [NH3+]CC[C@@](O)(I)[NH2+]C1CC1. The calculation puts the total energy at -719.34845 hartree. As for the energy relative to the best compared isomer or geometry (same formula, charge and spin): 51.3 kJ/mol.

***

(2)
# C3H4N2O4S

A single C3H4N2O4S molecule at a distorted geometry (ωB97M-V/def2-TZVPD, the OMol25 dataset).

CARTESIAN COORDINATES (ANGSTROEM)
C -1.3925 0.3616 -0.6165
C 0.6447 0.1708 1.2193
C 0.2300 -1.0627 0.5560
N 0.3744 1.2723 0.3004
N -1.0754 -0.7575 -0.0756
O 0.4229 2.1996 -1.9864
O -1.8947 -1.7316 -0.2448
O -2.1573 1.1463 -0.9922
O 1.5144 0.0443 -1.5582
S 0.6396 1.0940 -1.1570
H -0.0094 0.2597 2.2022
H 1.7454 0.1757 1.3975
H 1.0251 -1.2779 -0.2291
H -0.0670 -1.8946 1.1844

Force components x, y, z for each atom (eV/Å):
0.5 1.8 -1.2
0.1 0.9 2.4
0.4 -1.3 -1.5
-0.6 1.1 2.2
-0.2 -2.6 0.7
-0.6 1.1 -0.8
0.0 0.0 -0.1
-1.2 0.3 -0.1
0.6 -0.2 -0.9
1.2 -0.7 -0.6
1.6 0.5 -1.9
-0.8 -0.1 0.5
-1.6 -0.6 1.0
0.6 -0.1 0.2

The calculation puts the molar mass at 164.14 g/mol. The value obtained for the highest occupied orbital energy (spin up / spin down) is -8.726 / -9.819 eV. The value obtained for the HOMO-LUMO gap (spin up / spin down) is 6.703 / 7.939 eV. The calculation puts the total energy at -925.13876 hartree. As for the energy relative to the best compared isomer or geometry (same formula, charge and spin): 474.0 kJ/mol.

***

(3)
# C20H31IrN10O2S4

A molecular structure, C20H31IrN10O2S4 (ωB97M-V/def2-TZVPD, the OMol25 dataset).

CARTESIAN COORDINATES (ANGSTROEM)
Ir -0.4694 -0.2231 0.3241
C 3.2241 -4.5251 -1.5568
C 3.1442 -3.9224 -0.1669
N 3.2407 -2.4582 -0.1779
C 2.2794 -1.5961 0.1093
S 0.6746 -2.2330 0.5404
N 2.5137 -0.3103 0.1650
N 1.4351 0.3605 0.6817
C 1.6233 1.4715 1.3159
C 2.9456 2.1258 1.4771
C 0.4182 2.0059 1.9666
C 0.4058 3.1696 2.7138
C -0.7741 3.5648 3.3249
C -1.9069 2.7808 3.1750
C -1.8303 1.6233 2.4245
N -0.6910 1.2322 1.8401
H 3.1900 -5.6115 -1.4940
H 4.1570 -4.2513 -2.0501
H 2.3909 -4.1874 -2.1752
H 3.9535 -4.2906 0.4636
H 2.2169 -4.2020 0.3362
H 4.1553 -2.0471 -0.3200
H 3.7266 1.5704 0.9711
H 3.1904 2.2127 2.5377
H 2.9018 3.1379 1.0680
H 1.3103 3.7506 2.8235
H -0.8064 4.4715 3.9145
H -2.8443 3.0518 3.6393
H -2.6925 0.9889 2.3041
N 0.0615 -1.8272 3.6419
C -1.1870 -1.8298 3.1632
N -1.5637 -1.3418 1.9905
C -2.9524 -1.3855 1.8503
C -3.6127 -1.9433 2.8849
S -2.5033 -2.4263 4.1101
C -3.4730 -0.8004 0.6192
C -4.7477 -0.6928 0.2006
S -4.8094 0.0182 -1.3685
C -3.0904 0.1299 -1.3934
N -2.5079 -0.2991 -0.2722
N -2.4458 0.5937 -2.4648
H 0.8374 -1.6179 3.0367
H 0.2609 -2.2307 4.5429
H -4.6724 -2.0951 3.0061
H -5.6488 -1.0035 0.7028
H -2.9609 0.8420 -3.2932
H -1.4436 0.4851 -2.5083
C 0.5332 3.4776 -2.8927
S -0.7076 3.2931 -1.6190
C -0.2831 4.7184 -0.6302
O -0.2596 2.0791 -0.8064
H 0.3645 4.4201 -3.4136
H 0.4180 2.6558 -3.5970
H 1.5217 3.4557 -2.4356
H -0.5199 5.6162 -1.2012
H 0.7765 4.6924 -0.3781
H -0.9025 4.6907 0.2644
C 1.7733 -1.0559 -3.5773
N 0.6670 -1.9728 -3.3031
C -0.2142 -1.7702 -2.3356
N -1.2063 -2.6383 -2.1224
O -0.1299 -0.6795 -1.6648
H 2.3183 -1.4398 -4.4344
H 2.4436 -0.9949 -2.7224
H 1.4028 -0.0611 -3.8148
H 0.5325 -2.7561 -3.9240
H -1.2851 -3.5034 -2.6321
H -1.8668 -2.4626 -1.3839

Force components x, y, z for each atom (eV/Å):
-0.3 -0.1 -0.1
0.0 0.0 0.0
0.0 0.0 0.0
0.0 0.1 -0.1
0.0 0.3 0.2
-0.1 0.0 0.0
-0.1 -0.3 -0.1
0.2 0.1 0.0
-0.2 -0.1 0.1
0.0 0.0 0.0
0.0 -0.2 -0.1
0.1 -0.1 0.0
0.0 0.0 0.0
0.0 0.0 0.0
0.2 0.0 0.0
0.2 0.4 -0.1
0.0 0.0 0.0
0.0 0.0 0.0
0.0 0.0 0.0
0.0 0.0 0.0
0.0 0.0 0.0
0.0 0.0 0.0
0.0 0.0 0.0
0.0 0.0 0.0
0.0 0.0 0.0
0.0 0.0 0.0
0.0 0.0 0.0
0.0 0.0 0.0
-0.1 0.0 -0.1
0.0 0.1 0.1
0.0 0.1 0.1
-0.2 0.0 0.1
0.0 -0.1 -0.2
0.1 0.1 -0.1
0.0 0.0 0.0
0.0 -0.1 0.2
0.2 0.0 0.0
0.0 0.0 0.0
0.0 0.1 -0.1
-0.1 -0.2 0.2
-0.1 0.0 0.0
0.0 -0.1 0.0
0.0 0.0 0.0
0.0 0.0 0.0
0.0 0.0 0.0
0.0 0.0 0.0
0.0 0.2 0.0
0.0 0.0 0.0
-0.1 -0.1 0.0
0.0 0.0 0.0
0.0 0.1 0.0
0.0 0.0 0.0
0.0 0.0 0.0
0.0 0.0 0.0
0.0 0.0 0.0
0.0 0.0 0.0
0.0 0.0 0.0
0.0 0.0 0.0
-0.1 0.0 0.0
-0.2 -0.2 -0.1
0.0 0.0 0.0
0.5 0.2 0.1
0.0 0.0 0.0
0.0 0.0 0.0
0.0 0.0 0.0
0.0 0.0 0.0
0.0 0.0 0.0
0.0 0.0 0.0

The calculation puts the molar mass at 764.02 g/mol. The value obtained for the highest occupied orbital energy (spin up / spin down) is -16.019 / -16.018 eV. The expectation value of S² is 0.757. The value obtained for the HOMO-LUMO gap (spin up / spin down) is 6.099 / 6.297 eV. As for the charge: +3. The calculation puts the total energy at -3175.00657 hartree. As for the energy relative to the best compared isomer or geometry (same formula, charge and spin): 214.7 kJ/mol. The spin multiplicity is 2.

***

(4)
# C4H6O2P

A molecular structure, C4H6O2P at a distorted geometry (ωB97M-V/def2-TZVPD, the OMol25 dataset).

CARTESIAN COORDINATES (ANGSTROEM)
C -0.9915 -1.1667 -0.3075
C -1.3922 -0.1052 0.6006
C 0.3070 -1.0354 -0.6992
C -0.7845 1.0719 0.4984
O 2.6487 -0.8164 0.4909
O 1.8592 1.1234 -0.8935
P 1.4255 0.0494 0.2759
H -1.8603 -1.9108 -0.3297
H -1.8893 -0.4264 1.4903
H 0.8247 -1.9593 -1.1362
H -0.5346 1.3638 -0.5206
H -1.0880 1.7471 1.2527
H 1.4754 2.0645 -0.7221

Force components x, y, z for each atom (eV/Å):
-1.4 0.5 1.4
-0.7 -1.4 -1.2
-0.1 -2.9 -0.5
-0.8 0.5 -0.3
0.1 0.1 0.1
-0.4 3.8 -0.8
0.7 -0.9 0.6
2.0 0.0 -0.7
-0.6 0.1 0.6
-0.6 1.4 0.2
0.2 0.4 0.5
0.5 1.3 0.5
1.1 -2.8 -0.3

The calculation puts the molar mass at 117.06 g/mol. The value obtained for the highest occupied orbital energy is -2.217 eV. The value obtained for the HOMO-LUMO gap is 6.334 eV. As for the charge: -1. The calculation puts the total energy at -647.82694 hartree. As for the energy relative to the best compared isomer or geometry (same formula, charge and spin): 209.3 kJ/mol.

***

(5)
# C3H6N3O

A gas-phase ion, C3H6N3O (charge +1) at a distorted geometry (ωB97M-V/def2-TZVPD, the OMol25 dataset).

CARTESIAN COORDINATES (ANGSTROEM)
C -1.5815 0.3283 -0.6487
C -0.6106 -0.6348 0.0198
C 0.1281 1.8323 -0.3338
N -1.0893 1.4981 -0.6343
N 0.4675 -0.0685 0.5155
N 1.5295 -0.7756 0.9530
O -1.0549 -1.8938 0.0301
H -2.5510 0.0793 -1.1827
H 1.0127 1.4636 -1.0616
H 0.2566 2.8710 0.1638
H -0.4304 -2.5601 0.4513
H 2.4040 -0.3577 0.9174
H 1.5194 -1.7820 0.8104

Force components x, y, z for each atom (eV/Å):
0.8 -4.0 0.1
-5.6 -0.7 -2.7
1.3 2.5 -2.5
0.9 2.7 0.7
3.9 -0.9 2.1
-4.0 -0.9 -1.1
2.0 -0.3 1.2
1.4 0.0 1.1
-1.9 1.0 1.8
0.1 -2.0 -0.5
-1.1 1.0 -0.6
1.8 1.4 0.2
0.2 0.0 0.2

The calculation puts the molar mass at 100.10 g/mol. The value obtained for the highest occupied orbital energy (spin up / spin down) is -11.409 / -15.151 eV. The expectation value of S² is 2.011. The value obtained for the HOMO-LUMO gap (spin up / spin down) is 7.380 / 7.437 eV. As for the charge: +1. The calculation puts the total energy at -356.95218 hartree. As for the energy relative to the best compared isomer or geometry (same formula, charge and spin): 137.0 kJ/mol. The spin multiplicity is 3.

***

(6)
# C3H10NP2

2 unconnected molecules or ions with the total composition C3H10NP2 at a distorted geometry (ωB97M-V/def2-TZVPD, the OMol25 dataset).

CARTESIAN COORDINATES (ANGSTROEM)
C -0.3861 -1.2546 1.4823
C -1.0394 -1.4983 -1.3074
C 2.7796 2.9664 -0.0916
N -1.9870 0.3081 0.0883
P -2.7784 1.6382 -0.1106
P -0.5073 -0.3316 -0.1038
H 0.5579 -1.7657 1.4501
H -1.1947 -1.9762 1.5597
H -0.1990 -0.6980 2.5494
H -0.3810 -2.4232 -1.4912
H -1.2280 -1.0848 -2.2487
H -1.9460 -2.0700 -0.9855
H 2.7667 3.4470 0.9036
H 1.8505 2.8670 -0.6818
H 3.5718 2.2556 -0.3395
H -4.0783 1.3778 0.5819

Force components x, y, z for each atom (eV/Å):
1.4 1.2 2.6
0.6 -4.7 0.0
-0.6 -0.6 0.3
-1.0 1.8 0.5
-0.7 0.3 0.4
-0.5 -0.6 1.4
0.5 -0.7 -0.4
-0.1 0.1 -0.1
-1.0 -0.7 -2.9
-0.2 1.7 0.3
-0.2 0.9 -1.4
0.4 1.0 0.1
0.0 -0.3 -0.9
0.6 0.4 0.5
-0.2 0.5 0.1
1.0 -0.3 -0.6

The calculation puts the molar mass at 122.07 g/mol. The value obtained for the highest occupied orbital energy (spin up / spin down) is -11.607 / -13.902 eV. The value obtained for the HOMO-LUMO gap (spin up / spin down) is 4.398 / 8.085 eV. As for the charge: +1. The calculation puts the total energy at -857.33147 hartree. As for the energy relative to the best compared isomer or geometry (same formula, charge and spin): 386.5 kJ/mol.

***

(7)
# C5H9ClO2

A single C5H9ClO2 molecule at a distorted geometry (ωB97M-V/def2-TZVPD, the OMol25 dataset).

CARTESIAN COORDINATES (ANGSTROEM)
C -2.4642 -0.2860 0.9032
C -1.4253 -0.3051 -0.1188
O -1.6785 -0.4957 -1.2691
C -0.0339 0.0350 0.4193
Cl -0.0916 1.7201 1.0260
C 1.0927 -0.1081 -0.7667
C 2.3849 0.0353 -0.0666
O 0.9821 0.8663 -1.7311
H -3.2617 -1.0024 0.4385
H -1.9901 -0.5534 1.8709
H -2.9978 0.5978 0.9733
H 0.4761 -0.3952 1.2974
H 0.9261 -1.1081 -1.1581
H 2.4070 1.1145 0.3010
H 3.1985 -0.2539 -0.8152
H 2.3601 -0.5973 0.7570
H 0.1156 0.7363 -2.0609

Force components x, y, z for each atom (eV/Å):
-1.2 -3.5 -0.1
0.6 0.8 1.6
0.7 -0.2 -1.4
2.4 0.4 -1.9
-0.4 0.5 -0.2
-1.7 0.1 2.3
1.4 1.8 -2.1
0.8 0.3 0.0
1.3 0.8 1.5
-0.9 -0.1 -0.4
-0.6 2.1 0.2
-1.3 -1.0 -0.4
0.0 -0.3 -0.2
0.6 -1.4 -0.6
-0.7 0.7 1.4
0.6 -1.3 1.5
-1.5 0.1 -1.1

The calculation puts the molar mass at 136.58 g/mol. The value obtained for the highest occupied orbital energy is -9.966 eV. The value obtained for the HOMO-LUMO gap is 10.479 eV. The structure (SMILES) is CC(=O)[C@H](Cl)[C@H](C)O. The calculation puts the total energy at -806.54820 hartree. As for the energy relative to the best compared isomer or geometry (same formula, charge and spin): 146.0 kJ/mol.

***

(8)
# C26H43N3O6S

3 unconnected molecules or ions with the total composition C26H43N3O6S at a distorted geometry (ωB97M-V/def2-TZVPD, the OMol25 dataset).

CARTESIAN COORDINATES (ANGSTROEM)
C -1.5621 2.7255 0.2979
C -0.5337 1.4248 0.2127
C -1.0096 0.0143 -0.5380
C 0.0065 -1.2881 -0.6831
C 0.1189 -1.5945 -2.3009
C 1.5896 -1.2813 -2.9533
C 2.1114 0.2638 -2.7875
N 1.4279 1.2733 -3.6826
C 0.1016 1.9931 -3.4306
C -0.4082 3.0805 -4.5660
C 0.8319 2.9865 -5.6347
C 1.8848 1.8813 -5.0255
C -2.5574 0.0410 -1.1595
N -3.2738 -1.0727 -1.9208
S -4.8678 -0.4656 -2.3599
N -4.9661 1.1806 -1.7458
C -3.6092 1.3382 -1.0864
C -3.1014 2.7150 -0.3493
H -1.2303 3.7357 0.7938
H 0.5434 1.5428 0.6816
H 1.0298 -1.0321 -0.1681
H -0.5147 -2.2061 -0.1451
H -0.0802 -2.7638 -2.4208
H -0.7209 -1.0638 -2.9453
H 1.5828 -1.6767 -4.0660
H 2.3709 -1.9730 -2.3739
H 3.2671 0.2565 -3.0871
H 2.0936 0.6370 -1.6624
H -0.6486 1.9286 -2.5350
H -1.3890 3.7386 -4.5518
H 0.8583 3.6528 -6.5979
H 2.8766 1.6535 -5.6031
H -3.7735 3.6893 -0.2860
C 2.6437 -8.0424 -4.2121
O 2.5743 -7.8716 -2.8050
C 2.9329 -6.5601 -2.3743
C 1.9874 -6.0647 -1.2709
O 0.6585 -5.7522 -1.7092
C -0.1519 -6.8488 -2.1515
C -0.5643 -7.8344 -1.0518
O 0.5509 -8.5928 -0.5996
C 0.5994 -8.7519 0.8080
H 3.6771 -8.2345 -4.5135
H 2.0282 -8.9063 -4.4774
H 2.2478 -7.1728 -4.7476
H 2.9164 -5.8461 -3.2087
H 3.9528 -6.6104 -1.9821
H 2.3952 -5.1232 -0.8860
H 1.9646 -6.7481 -0.4227
H 0.3134 -7.3580 -2.9953
H -1.0668 -6.3934 -2.5474
H -1.2989 -8.5406 -1.4526
H -1.0308 -7.2795 -0.2282
H 0.3509 -7.8203 1.3278
H 1.6202 -9.0263 1.0853
H -0.0795 -9.5505 1.1149
C 1.2822 7.2196 6.8345
O 0.1314 6.4782 6.4602
C -1.0936 7.1527 6.7399
C -2.0904 6.9865 5.5843
O -1.7575 7.7077 4.3907
C -0.5919 7.2751 3.6770
C -0.7123 5.8978 3.0140
O -0.7343 4.8611 3.9877
C -1.6907 3.8493 3.7221
H 1.4702 7.1005 7.9051
H 2.1347 6.8230 6.2763
H 1.1823 8.2808 6.5827
H -0.9290 8.2234 6.9211
H -1.5134 6.7089 7.6474
H -3.0500 7.3997 5.9151
H -2.2791 5.9367 5.3624
H 0.2948 7.3430 4.3068
H -0.4475 8.0139 2.8804
H 0.1581 5.7252 2.3724
H -1.6133 5.8776 2.3882
H -2.6422 4.2731 3.3830
H -1.8800 3.3065 4.6514
H -1.2980 3.1536 2.9774

Force components x, y, z for each atom (eV/Å):
-3.0 -2.3 -2.4
-3.7 -1.4 -2.1
-0.7 4.0 1.6
-1.7 1.1 -0.5
0.2 -1.1 -0.5
-0.1 -0.7 0.8
1.3 -0.4 -0.2
-3.3 4.5 -3.2
-1.2 2.5 -2.6
5.8 -4.3 0.9
-0.6 -2.7 4.7
-3.0 2.4 -0.6
-2.3 -0.1 -1.1
0.0 5.3 2.2
3.2 1.8 2.1
6.2 -2.8 1.6
0.3 0.5 0.1
3.7 -2.3 0.6
-0.6 -2.3 -1.1
-2.5 -0.4 -1.1
-2.1 -0.5 -1.1
1.2 2.0 -1.1
0.5 2.5 0.1
1.7 -0.9 1.6
0.1 1.2 2.2
-1.5 1.6 -1.2
-2.6 0.2 0.5
-0.3 -0.8 -2.4
2.3 -0.6 -1.5
2.4 -1.7 0.1
0.5 -1.8 2.0
-2.1 0.1 1.7
1.6 -2.4 -0.2
0.0 -0.2 0.3
-0.2 0.5 -0.4
-0.4 -0.3 0.3
0.1 0.1 -0.2
0.2 -0.4 0.0
-0.2 0.0 0.1
0.4 0.0 -0.3
0.0 0.4 0.4
0.1 -0.1 -0.3
0.0 0.1 -0.2
0.1 0.0 0.1
0.1 0.0 0.0
-0.1 -0.1 0.0
0.1 0.2 0.1
-0.1 0.0 -0.2
0.0 -0.2 -0.2
0.1 -0.2 0.2
0.1 0.1 0.2
-0.2 0.2 -0.1
0.1 0.0 0.0
-0.1 0.0 0.0
-0.1 -0.1 -0.1
-0.1 0.0 0.2
-0.1 -0.4 -0.1
0.1 0.6 -0.1
0.0 -0.3 -0.5
0.0 0.2 0.1
0.3 -0.4 0.1
-0.2 0.0 -0.2
0.2 0.1 0.5
-0.5 0.1 -0.1
0.3 0.0 0.2
0.1 0.2 0.0
-0.1 -0.1 0.1
0.0 0.0 0.1
0.0 -0.1 -0.1
-0.2 0.1 0.1
0.2 0.1 -0.1
0.3 -0.1 0.1
0.0 -0.3 0.1
-0.2 -0.1 0.0
0.0 0.2 -0.2
0.0 0.0 0.1
0.0 0.0 -0.1
0.1 0.0 -0.1
-0.2 -0.1 0.0

The calculation puts the molar mass at 525.71 g/mol. The value obtained for the highest occupied orbital energy is -7.420 eV. The value obtained for the HOMO-LUMO gap is 5.908 eV. The structure (SMILES) is c1cc(CCCCn2cccc2)c2nsnc2c1.COCCOCCOC.COCCOCCOC. The calculation puts the total energy at -2029.62829 hartree.

***

> Which value of molar mass does entry 2 give?

164.14 g/mol

***

> Which of these has the lowest molar mass?

C3H6N3O